The following is a quantum chemistry calculation of 2 unconnected molecules or ions with the total composition CH4FNS, from the OMol25 dataset.

Element x y z (Å)
C1 -0.862 0.562 0.034
N1 0.263 -0.267 0.433
F1 1.695 -1.406 -1.218
S1 1.269 0.011 1.576
H1 -0.352 1.402 -0.362
H2 -1.426 -0.016 -0.667
H3 -1.413 0.915 0.879
H4 0.825 -1.201 -0.676

## Properties
**Relative energy (zero: lowest compared OMol25 entry of this formula, charge and spin)**: 46.6 kcal per mole
**Gap between HOMO and LUMO**: 7.321 eV
**Structure (SMILES)**: CN=S.F
**M**: 81.11 g mol⁻¹
**LUMO energy**: -1.82 eV
**F_max**: 2.717 eV/A
**Net charge**: 0

Atomic partial charges in e from the Löwdin method, atoms 1 to 2: number 1, C, carries -0.1521; number 2, N, carries -0.6315

---

The following is a quantum chemistry calculation of a molecular structure, C21H43CrN2P3Se, from the OMol25 dataset.

Element x y z (Å)
Cr1 0.320 -0.252 -0.195
P1 -1.399 -0.466 1.486
P2 1.167 -2.607 0.666
P3 -1.486 -1.172 -2.108
H1 -0.367 2.969 3.355
C1 -1.218 3.458 2.854
C2 -2.519 3.209 3.158
H2 -2.778 2.575 3.976
C3 -1.189 -0.112 3.293
C4 -2.094 -2.231 1.760
C5 -2.898 0.374 0.972
C6 2.964 -2.886 0.439
C7 1.023 -3.060 2.431
C8 0.490 -4.045 -0.212
C9 -2.417 0.269 -2.741
C10 -2.743 -2.356 -1.608
C11 -0.995 -1.887 -3.734
H3 -1.091 3.990 1.916
H4 -3.299 3.805 2.619
H5 -1.553 0.914 3.435
H6 -0.119 -0.142 3.573
H7 -1.793 -0.811 3.928
H8 -1.321 -2.990 1.960
H9 -2.692 -2.569 0.902
H10 -2.748 -2.176 2.648
H11 -2.971 1.275 1.616
H12 -3.811 -0.253 1.116
H13 -2.808 0.679 -0.090
H14 3.195 -3.956 0.448
H15 3.528 -2.379 1.239
H16 3.347 -2.488 -0.514
H17 0.853 -4.141 2.566
H18 0.238 -2.523 2.962
H19 1.942 -2.796 2.973
H20 1.059 -4.940 0.076
H21 0.550 -3.972 -1.306
H22 -0.572 -4.218 0.009
H23 -3.341 -0.157 -3.145
H24 -1.853 0.755 -3.553
H25 -2.673 1.026 -1.996
H26 -3.201 -2.767 -2.532
H27 -3.548 -1.914 -1.016
H28 -2.318 -3.223 -1.062
H29 -1.917 -2.003 -4.319
H30 -0.547 -2.882 -3.601
H31 -0.296 -1.271 -4.320
C12 1.123 0.800 -2.982
C13 0.597 1.897 -2.295
C14 0.387 3.156 -2.928
C15 0.641 3.351 -4.293
C16 1.146 2.228 -4.977
C17 1.357 0.978 -4.360
Se1 1.435 -1.098 -2.220
H32 -0.708 1.192 1.723
H33 0.274 1.735 -1.257
H34 -0.081 3.962 -2.357
H35 0.446 4.333 -4.797
H36 1.313 2.299 -6.055
H37 1.719 0.077 -4.866
C18 3.948 3.514 1.642
N1 3.130 2.327 1.711
C19 2.876 1.518 2.821
C20 2.094 0.509 2.347
N2 1.813 0.728 1.000
C21 2.474 1.832 0.646
H38 4.480 3.595 2.573
H39 4.650 3.437 0.793
H40 3.314 4.399 1.480
H41 3.256 1.691 3.825
H42 1.692 -0.345 2.856
H43 2.522 2.233 -0.351

## Properties
**Relative energy (zero: lowest compared OMol25 entry of this formula, charge and spin)**: 118.2 kcal per mole
**Expectation value of S²**: 3.985
**Gap between HOMO and LUMO (alpha / beta)**: 6.467 / 5.684 eV
**M**: 547.47 g mol⁻¹
**Spin multiplicity**: 4
**LUMO energy (alpha / beta)**: -10.82 / -11.60 eV
**F_max**: 2.984 eV/A
**Net charge**: +3

Atomic partial charges in e from the Löwdin method, atoms 1 to 2: number 1, Cr, carries 0.1039; number 2, P, carries 0.7142

---

The following is a quantum chemistry calculation of 3 unconnected molecules or ions with the total composition C2H6Cl3N2, from the OMol25 dataset.

Element x y z (Å)
C1 1.833 0.286 0.657
C2 -2.452 0.853 -0.038
N1 0.693 0.850 0.858
N2 1.921 -0.692 -0.175
Cl1 -0.700 -2.572 -1.406
Cl2 -3.706 0.361 -1.116
Cl3 -2.874 2.145 0.873
H1 2.790 0.336 1.183
H2 -0.267 0.616 0.428
H3 0.498 1.586 1.640
H4 2.805 -1.103 -0.309
H5 1.124 -0.841 -0.781
H6 -1.664 -1.824 -1.814

## Properties
**Relative energy (zero: lowest compared OMol25 entry of this formula, charge and spin)**: 27.1 kcal per mole
**Gap between HOMO and LUMO**: 8.800 eV
**M**: 164.44 g mol⁻¹
**LUMO energy**: -4.69 eV
**F_max**: 5.201 eV/A
**Net charge**: +1

Atomic partial charges in e from the Löwdin method, atoms 1 to 2: number 1, C, carries -0.2124; number 2, C, carries -1.0604

---

The following is a quantum chemistry calculation of 2 unconnected molecules or ions with the total composition C4H10N2O, from the OMol25 dataset.

Element x y z (Å)
C1 1.286 1.102 0.016
C2 -1.081 0.728 -0.351
C3 -1.365 -0.392 0.591
C4 -2.611 -1.022 0.146
H1 2.105 -2.619 0.449
H2 2.463 -1.770 -0.903
H3 2.029 1.893 0.278
H4 1.485 0.281 0.770
H5 1.630 0.668 -0.982
H6 -0.070 2.586 -0.209
H7 -0.922 0.351 -1.358
H8 -2.064 1.280 -0.364
H9 -1.478 -0.034 1.615
H10 -0.553 -1.176 0.542
N1 -0.018 1.630 0.119
N2 -3.614 -1.397 -0.302
O1 2.779 -2.109 -0.057

## Properties
**Relative energy (zero: lowest compared OMol25 entry of this formula, charge and spin)**: 49.4 kcal per mole
**Gap between HOMO and LUMO**: 9.825 eV
**Structure (SMILES)**: CNCCC#N.O
**M**: 102.14 g mol⁻¹
**LUMO energy**: 0.49 eV
**F_max**: 2.822 eV/A
**Net charge**: 0

Atomic partial charges in e from the Löwdin method, atoms 1 to 2: number 1, C, carries -0.1870; number 2, C, carries -0.2594

---

The following is a quantum chemistry calculation of 5 unconnected molecules or ions with the total composition C2H12O5, from the OMol25 dataset.

Element x y z (Å)
O1 0.431 -1.312 1.168
C1 -0.718 -0.972 1.336
C2 -1.762 -0.720 0.283
H1 -1.051 -0.823 2.358
H2 -1.775 -1.463 -0.484
H3 -1.569 0.170 -0.311
H4 -2.796 -0.582 0.691
H5 -0.457 1.926 1.428
H6 -0.059 1.468 2.908
O2 -0.233 1.167 2.002
H7 2.705 -1.895 -1.074
H8 1.439 -1.671 -0.144
O3 1.741 -1.813 -1.065
H9 2.025 0.438 -2.665
H10 1.239 -0.326 -1.688
O4 1.246 0.545 -2.140
H11 0.515 1.697 -0.579
H12 -0.638 1.937 -1.423
O5 -0.284 2.230 -0.600

## Properties
**Relative energy (zero: lowest compared OMol25 entry of this formula, charge and spin)**: 7.9 kcal per mole
**Gap between HOMO and LUMO**: 10.675 eV
**Structure (SMILES)**: CC=O.O.O.O.O
**M**: 116.11 g mol⁻¹
**LUMO energy**: 0.74 eV
**F_max**: 1.234 eV/A
**Net charge**: 0

Atomic partial charges in e from the Löwdin method, atoms 1 to 2: number 1, O, carries 0.0100; number 2, C, carries -0.3164

---

The following is a quantum chemistry calculation of a molecular structure, C35H27CaF3N3Sb, from the OMol25 dataset.

Element x y z (Å)
Ca1 0.590 0.158 -0.491
C1 -0.354 3.102 -1.911
C2 -1.522 2.170 -1.901
C3 -2.695 2.475 -2.591
C4 -3.752 1.586 -2.532
C5 -3.628 0.431 -1.772
C6 -2.432 0.189 -1.102
N1 -1.403 1.049 -1.199
C7 -2.222 -0.973 -0.207
C8 -3.188 -1.945 0.061
C9 -2.906 -2.919 1.008
C10 -1.675 -2.923 1.649
C11 -0.726 -1.963 1.283
N2 -1.027 -1.030 0.380
C12 0.650 -1.896 1.826
C13 1.149 -2.809 2.754
C14 2.469 -2.694 3.168
C15 3.244 -1.660 2.677
C16 2.669 -0.754 1.789
C17 3.425 0.435 1.290
N3 1.418 -0.896 1.364
H1 -0.592 4.005 -2.467
H2 0.514 2.629 -2.387
H3 -0.101 3.398 -0.887
H4 -2.768 3.387 -3.158
H5 -4.671 1.787 -3.061
H6 -4.456 -0.257 -1.710
H7 -4.138 -1.955 -0.447
H8 -3.644 -3.670 1.247
H9 -1.472 -3.657 2.411
H10 0.537 -3.602 3.150
H11 2.878 -3.403 3.870
H12 4.272 -1.544 2.979
H13 4.420 0.468 1.729
H14 2.896 1.354 1.577
H15 3.542 0.395 0.199
F1 3.492 -3.631 -8.140
C18 3.008 -3.168 -6.990
C19 2.722 -4.066 -5.971
C20 2.222 -3.577 -4.782
C21 2.013 -2.213 -4.613
C22 2.301 -1.327 -5.640
C23 2.803 -1.805 -6.840
Sb1 1.242 -1.648 -2.687
C24 -0.430 -2.997 -2.787
C25 -0.843 -3.803 -1.737
C26 -1.901 -4.681 -1.897
C27 -2.566 -4.715 -3.111
F2 -3.594 -5.549 -3.263
C28 -2.195 -3.892 -4.163
C29 -1.122 -3.040 -3.992
C30 2.762 -2.711 -1.602
C31 2.529 -3.527 -0.505
C32 3.580 -4.145 0.149
C33 4.873 -3.913 -0.289
F3 5.889 -4.489 0.355
C34 5.134 -3.088 -1.373
C35 4.070 -2.491 -2.021
H16 2.892 -5.122 -6.118
H17 1.990 -4.260 -3.972
H18 2.141 -0.263 -5.521
H19 3.037 -1.142 -7.659
H20 -0.334 -3.774 -0.783
H21 -2.198 -5.348 -1.104
H22 -2.735 -3.939 -5.096
H23 -0.808 -2.410 -4.816
H24 1.523 -3.715 -0.159
H25 3.407 -4.816 0.976
H26 6.151 -2.932 -1.697
H27 4.260 -1.859 -2.882

## Properties
**Gap between HOMO and LUMO**: 7.313 eV
**M**: 708.45 g mol⁻¹
**LUMO energy**: -6.44 eV
**F_max**: 2.392 eV/A
**Net charge**: +2

Atomic partial charges in e from the Löwdin method, atoms 1 to 2: number 1, Ca, carries 1.2160; number 2, C, carries -0.0168

---

The following is a quantum chemistry calculation of a single C4H4N4 molecule, from the OMol25 dataset.

Element x y z (Å)
C1 -1.302 0.130 -0.051
C2 -0.316 1.394 0.261
C3 0.974 1.262 0.095
C4 1.547 -0.866 -0.419
H1 -3.032 0.606 -0.992
H2 -0.831 2.119 1.006
H3 1.462 2.257 0.259
H4 2.462 -1.531 -0.554
N1 -2.538 -0.148 -0.477
N2 2.012 0.405 -0.331
N3 0.409 -1.476 0.378
N4 -0.665 -0.921 0.567

## Properties
**Relative energy (zero: lowest compared OMol25 entry of this formula, charge and spin)**: 117.8 kcal per mole
**Gap between HOMO and LUMO**: 8.472 eV
**Structure (SMILES)**: [H]/N=c1\ccncnn1
**M**: 108.10 g mol⁻¹
**LUMO energy**: -0.82 eV
**F_max**: 6.057 eV/A
**Net charge**: 0

Atomic partial charges in e from the Löwdin method, atoms 1 to 2: number 1, C, carries -0.3558; number 2, C, carries -0.0088